Density functional theory data (ωB97M-V/def2-TZVPD) for a structure of composition C75H51AlBr2N2O15P in a non-equilibrium geometry.

XYZ file:
```
147
Properties=species:S:1:pos:R:3:forces:R:3:lowdin_charge:R:1
N 1.340284 7.912968 6.217385 0.4 0.2 -0.4 0.01
C 0.832770 8.041073 4.842974 -0.5 -0.3 1.0 -0.26
C 0.931149 6.781580 4.047952 0.5 -0.1 -1.5 -0.47
O 2.304161 6.632054 3.601475 0.0 0.0 0.4 -0.06
C 0.009448 6.898253 2.830232 -0.6 -0.3 1.0 -0.17
Al -1.913522 6.333305 3.177824 1.1 0.5 -1.0 0.19
C -2.099252 5.460675 4.998119 -0.3 -0.5 -0.6 -0.21
C -3.320597 5.763893 5.764766 2.8 -3.4 -0.3 -0.89
O -3.955243 6.697722 5.739677 -3.2 4.4 0.2 0.04
Br -3.882873 4.329340 7.061806 -0.1 -0.5 0.3 0.54
O -2.410635 5.195968 1.784099 0.3 -0.3 0.8 -0.23
N -1.970835 3.930126 1.920587 -0.2 0.0 -0.3 -0.12
O -0.808898 3.775636 1.689845 -0.2 0.3 0.0 -0.02
P -3.243239 8.300199 2.912816 -1.0 0.3 0.6 0.38
O -2.094295 9.513524 2.944917 0.3 -0.4 -0.1 -0.48
Br -3.980103 8.221279 0.755529 0.3 0.0 0.0 0.13
H 0.891372 7.128627 6.669582 -0.1 0.0 0.1 0.05
H 1.075372 8.749629 6.716163 0.0 0.0 0.3 0.05
H -0.220054 8.320479 4.860179 -0.3 0.2 -0.2 0.10
H 1.355079 8.811370 4.297615 0.3 0.3 -0.1 0.12
H 0.716109 5.896429 4.644139 -0.2 -0.1 0.3 0.12
H 2.306265 5.799510 3.122579 0.2 0.0 -0.1 0.06
H 0.423436 6.350480 1.992531 0.0 -0.3 -0.2 0.05
H 0.015205 7.945100 2.548359 -0.1 0.3 -0.3 0.05
H -1.262905 5.709253 5.636720 0.3 0.2 0.2 0.06
H -2.048754 4.388772 4.861029 0.2 -0.4 0.0 0.05
H -2.453769 10.237289 3.462467 -0.1 0.1 -0.1 0.01
C 2.836467 1.676148 2.658954 -0.1 0.0 -0.1 -0.05
C 1.620896 1.955771 2.041668 0.2 0.0 0.1 -0.05
C 0.686746 0.950071 1.863562 0.0 0.1 -0.1 0.01
C 0.968565 -0.341343 2.291697 0.1 -0.1 0.0 -0.08
C 2.199806 -0.626115 2.892955 -0.1 -0.1 -0.1 -0.09
C 3.125959 0.389690 3.082772 0.1 0.1 0.0 -0.01
C 2.541075 -2.010265 3.317653 0.3 0.0 0.1 -0.28
O 3.606054 -2.261377 3.844059 -0.1 0.0 0.0 0.10
C 1.542656 -3.089835 3.072478 -0.1 0.1 0.0 -0.09
C 1.862456 -4.399813 3.403493 0.0 -0.2 0.0 0.00
C 0.943178 -5.411971 3.187010 -0.1 0.0 0.0 -0.05
C -0.306270 -5.118604 2.648101 0.0 -0.1 0.0 -0.05
C -0.628501 -3.814803 2.314145 -0.1 -0.1 0.0 -0.02
C 0.296232 -2.798347 2.514997 0.1 0.1 0.1 -0.11
C -0.051420 -1.406878 2.108763 -0.2 0.1 -0.1 -0.29
O -1.140145 -1.160458 1.629909 0.1 -0.1 0.0 0.10
H 3.561988 2.466088 2.805950 0.0 0.0 0.0 0.11
H 1.400755 2.957497 1.704017 0.0 0.0 0.0 0.09
H -0.260336 1.169920 1.392026 0.0 0.0 0.1 0.11
H 4.072284 0.171263 3.558118 0.0 -0.1 0.0 0.12
H 2.833288 -4.624856 3.822537 0.0 0.1 0.0 0.12
H 1.197505 -6.433478 3.438395 0.0 0.0 0.0 0.11
H -1.027359 -5.910344 2.483707 0.0 0.0 0.0 0.10
H -1.596952 -3.584297 1.890562 0.0 0.1 0.0 0.12
C 0.271348 -2.506062 -2.432907 0.0 0.0 0.1 -0.04
C 0.317856 -2.968889 -1.121448 0.0 0.0 -0.1 -0.04
C 1.498909 -3.476547 -0.606692 -0.2 0.0 0.1 0.01
C 2.635257 -3.533423 -1.401308 0.1 0.0 -0.2 -0.07
C 2.582553 -3.089293 -2.725274 0.1 -0.1 0.1 -0.08
C 1.399560 -2.566876 -3.233102 -0.1 0.0 0.0 0.00
C 3.776259 -3.182143 -3.606956 -0.1 0.1 -0.2 -0.29
O 3.740074 -2.788066 -4.756220 0.0 0.0 0.0 0.10
C 5.024336 -3.772922 -3.048326 0.0 -0.1 0.1 -0.10
C 6.135500 -3.917916 -3.870830 0.2 -0.1 -0.1 -0.03
C 7.307116 -4.450905 -3.362023 0.0 0.0 0.1 -0.07
C 7.378192 -4.832758 -2.025729 0.0 0.0 -0.1 -0.05
C 6.272965 -4.695545 -1.203974 0.2 -0.1 0.0 0.00
C 5.090783 -4.174247 -1.712994 -0.1 0.1 -0.1 -0.08
C 3.900244 -4.062801 -0.822723 0.0 -0.1 0.3 -0.27
O 3.962142 -4.400389 0.340872 0.0 0.0 -0.1 0.11
H -0.649604 -2.100038 -2.830089 0.0 0.0 0.0 0.11
H -0.567753 -2.927767 -0.499994 0.0 0.0 0.0 0.10
H 1.538096 -3.830871 0.414304 0.1 0.0 0.0 0.10
H 1.364084 -2.211511 -4.253724 0.1 0.0 0.0 0.12
H 6.083149 -3.617644 -4.908807 -0.1 0.1 0.0 0.12
H 8.170017 -4.567568 -4.005050 0.0 0.0 0.0 0.11
H 8.297856 -5.241243 -1.627969 0.0 0.0 0.0 0.11
H 6.323703 -4.994996 -0.166173 -0.1 0.0 0.0 0.12
C -12.136152 4.634653 -2.769203 0.0 0.0 0.1 -0.07
C -12.526033 4.906060 -1.461483 0.0 0.0 -0.1 -0.07
C -11.572002 5.067863 -0.472216 -0.2 0.0 0.0 -0.01
C -10.223379 4.949100 -0.782125 0.1 0.0 -0.1 -0.08
C -9.833490 4.656118 -2.088971 0.0 0.0 0.1 -0.08
C -10.793965 4.509446 -3.081770 -0.2 0.0 -0.1 -0.01
C -8.393021 4.480269 -2.434897 0.2 0.0 -0.2 -0.28
O -8.061709 4.229883 -3.577413 -0.1 0.0 0.0 0.09
C -7.387422 4.610979 -1.350233 -0.1 0.0 0.1 -0.09
C -6.045172 4.399013 -1.638187 0.2 0.0 0.0 0.00
C -5.094326 4.529147 -0.640749 0.0 0.0 0.0 -0.04
C -5.474920 4.880619 0.648937 -0.1 0.0 0.1 -0.07
C -6.812008 5.089792 0.944700 0.1 0.0 0.0 0.01
C -7.773800 4.947884 -0.047772 0.0 0.0 -0.1 -0.08
C -9.207160 5.143913 0.293413 0.0 0.1 0.3 -0.28
O -9.553658 5.449385 1.416109 0.0 0.0 0.0 0.10
H -12.883217 4.516588 -3.543676 0.0 0.0 0.0 0.10
H -13.576773 4.992939 -1.216245 0.0 0.0 0.0 0.10
H -11.870645 5.284278 0.544300 0.1 0.0 0.0 0.12
H -10.487121 4.293930 -4.096005 0.1 0.0 0.0 0.12
H -5.747659 4.129944 -2.642330 -0.1 0.0 0.0 0.12
H -4.049099 4.360752 -0.864411 0.0 0.0 0.0 0.11
H -4.723586 4.988786 1.418286 0.0 0.0 0.0 0.08
H -7.110414 5.361277 1.947805 -0.1 0.0 0.0 0.12
C 12.884834 3.498507 -3.248639 0.0 -0.1 0.0 -0.06
C 13.360635 2.227608 -2.941818 0.0 0.1 0.0 -0.06
C 12.501131 1.143232 -2.951487 0.2 0.0 0.0 -0.01
C 11.158674 1.325071 -3.257697 -0.1 0.1 0.0 -0.08
C 10.677215 2.603811 -3.544892 0.0 -0.1 0.0 -0.08
C 11.547063 3.686270 -3.548829 0.1 0.1 0.0 0.00
C 9.231966 2.829487 -3.832834 -0.1 0.2 -0.1 -0.28
O 8.817456 3.940579 -4.089060 0.0 0.0 0.0 0.11
C 8.313731 1.658918 -3.791265 0.1 -0.1 0.0 -0.08
C 6.954400 1.852505 -4.002590 -0.2 0.0 0.0 0.00
C 6.090265 0.771254 -3.980055 0.0 0.0 0.0 -0.04
C 6.581722 -0.510698 -3.754251 0.0 0.2 0.0 -0.04
C 7.933425 -0.708411 -3.537538 -0.1 -0.1 0.0 0.01
C 8.803716 0.373327 -3.546810 0.0 0.2 0.0 -0.08
C 10.249694 0.144769 -3.280963 0.1 -0.3 0.0 -0.28
O 10.680553 -0.973715 -3.084078 0.0 0.0 0.0 0.10
H 13.560305 4.344027 -3.248165 0.0 0.0 0.0 0.11
H 14.404935 2.085005 -2.696286 0.0 0.0 0.0 0.11
H 12.868760 0.153469 -2.718370 -0.1 0.0 0.0 0.12
H 11.173209 4.673537 -3.782596 -0.1 0.0 0.0 0.12
H 6.575264 2.849220 -4.181101 0.1 0.0 0.0 0.12
H 5.030967 0.923636 -4.140304 0.0 0.0 0.0 0.11
H 5.907308 -1.352498 -3.742932 0.0 0.0 0.0 0.08
H 8.314987 -1.704112 -3.356193 0.1 0.0 0.0 0.11
C -2.661163 -8.998634 -3.259522 0.0 0.0 0.0 -0.06
C -1.849959 -8.314606 -2.359583 0.0 0.0 0.0 -0.05
C -2.342498 -7.951011 -1.118641 0.1 0.0 -0.1 0.00
C -3.652528 -8.259557 -0.774948 -0.1 -0.1 -0.1 -0.08
C -4.473174 -8.927264 -1.686641 0.0 0.1 0.1 -0.08
C -3.968993 -9.303619 -2.924600 0.1 0.0 -0.1 0.00
C -5.894002 -9.228192 -1.356103 -0.2 -0.1 -0.2 -0.28
O -6.606174 -9.813868 -2.145427 0.0 0.0 0.0 0.10
C -6.420478 -8.784943 -0.035184 0.1 0.1 0.0 -0.08
C -7.756419 -9.005723 0.272655 -0.2 0.0 0.1 0.00
C -8.257186 -8.610244 1.500650 0.1 0.0 0.1 -0.06
C -7.423343 -7.999110 2.431650 0.0 0.0 0.0 -0.06
C -6.092229 -7.772497 2.128919 -0.1 0.0 0.1 0.00
C -5.587790 -8.155984 0.893228 0.0 -0.1 -0.1 -0.08
C -4.161783 -7.875814 0.570704 0.2 0.1 0.1 -0.27
O -3.431967 -7.343320 1.381050 0.0 0.0 0.0 0.10
H -2.271355 -9.288962 -4.226330 0.0 0.0 0.0 0.11
H -0.831431 -8.066725 -2.628206 0.0 0.0 0.0 0.11
H -1.712398 -7.423468 -0.415645 -0.1 0.0 0.1 0.12
H -4.602999 -9.830376 -3.624331 -0.1 0.0 0.1 0.12
H -8.402208 -9.483494 -0.451050 0.1 0.0 -0.1 0.12
H -9.299802 -8.778364 1.736427 0.0 0.0 0.0 0.11
H -7.815798 -7.695979 3.393344 0.0 0.0 0.0 0.11
H -5.443051 -7.293442 2.848721 0.1 0.0 -0.1 0.12
```
Forces are in eV/Å.

- charge = -1
- strongest force on any atom (eV/A) = 5.40
- HOMO-LUMO gap (Eh) = 0.17688
- M (g mol⁻¹) = 1438.0
- lowest unoccupied orbital energy (eV) = -0.145
- multiplicity = 1
- total energy (eV) = -268271.9846